[1]
Entry from OMol25: C31H40F12GaO21 as an isolated structure at a distorted geometry (ωB97M-V with the def2-TZVPD basis set).

Calculated values
* net charge: -1
* 2S+1: 1
* frontier orbital gap: 5.690 eV

Element x y z (Å)
C1 0.81 2.57 0.07
C2 0.26 2.94 1.55
C3 -1.22 2.36 1.73
C4 -1.18 0.77 1.97
C5 -1.54 -0.11 0.67
Ga1 -0.30 -1.80 0.70
C6 1.03 -1.83 -0.89
C7 2.52 -2.35 -0.60
C8 2.70 -3.33 0.63
C9 4.26 -3.71 0.84
F1 4.62 -4.92 0.22
F2 5.12 -2.64 0.55
C10 4.46 -3.98 2.42
F3 3.44 -4.79 2.94
F4 5.66 -4.66 2.68
F5 4.55 -2.78 3.15
H1 -0.04 2.08 -0.49
H2 1.20 3.50 -0.46
H3 1.63 1.79 0.23
H4 0.31 4.06 1.76
H5 0.93 2.43 2.32
H6 -1.93 2.64 0.89
H7 -1.67 2.82 2.68
H8 -1.81 0.52 2.88
H9 -0.10 0.50 2.24
H10 -1.44 0.47 -0.29
H11 -2.60 -0.49 0.83
H12 0.37 -1.80 2.15
H13 -1.21 -3.16 0.65
H14 1.13 -0.75 -1.25
H15 0.56 -2.39 -1.77
H16 3.19 -1.45 -0.45
H17 2.85 -2.89 -1.56
H18 2.36 -2.91 1.63
H19 2.08 -4.27 0.44
C11 1.90 6.56 4.89
C12 1.80 7.10 3.50
O1 0.88 6.23 2.88
C13 0.06 5.78 3.88
O2 -0.99 5.25 3.70
O3 0.59 6.04 5.11
F6 2.99 7.01 2.85
H20 2.63 5.75 4.97
H21 2.14 7.33 5.62
H22 1.42 8.13 3.44
C14 0.65 -4.23 -4.63
C15 0.75 -3.85 -6.07
O4 0.75 -2.44 -6.03
C16 1.30 -2.11 -4.82
O5 1.71 -1.02 -4.55
O6 1.34 -3.18 -3.98
F7 -0.34 -4.26 -6.77
H23 -0.39 -4.26 -4.28
H24 1.12 -5.20 -4.42
H25 1.66 -4.20 -6.57
C17 -5.35 -0.38 -3.16
C18 -5.50 -1.06 -1.84
O7 -4.39 -0.58 -1.10
C19 -4.13 0.66 -1.60
O8 -3.45 1.47 -1.05
O9 -4.76 0.86 -2.79
F8 -5.38 -2.41 -1.97
H26 -4.68 -0.91 -3.84
H27 -6.31 -0.22 -3.66
H28 -6.42 -0.83 -1.31
C20 1.90 -2.95 5.46
C21 0.53 -2.36 5.31
O10 -0.27 -3.20 6.12
C22 0.56 -3.67 7.10
O11 0.18 -4.18 8.11
O12 1.86 -3.46 6.79
F9 0.09 -2.44 4.03
H29 2.07 -3.76 4.76
H30 2.69 -2.21 5.34
H31 0.45 -1.33 5.66
C23 -1.22 10.73 2.51
C24 -0.74 10.58 3.92
O13 0.48 11.29 3.92
C25 0.34 12.26 2.96
O14 1.06 13.21 2.86
O15 -0.72 12.01 2.15
F10 -0.48 9.28 4.22
H32 -0.80 9.97 1.84
H33 -2.31 10.70 2.44
H34 -1.41 11.01 4.67
C26 -8.24 -5.12 -5.32
C27 -7.75 -5.27 -3.92
O16 -6.53 -4.56 -3.92
C28 -6.67 -3.59 -4.86
O17 -5.96 -2.64 -4.96
O18 -7.73 -3.84 -5.68
F11 -7.50 -6.57 -3.63
H35 -7.81 -5.87 -6.00
H36 -9.32 -5.15 -5.40
H37 -8.42 -4.85 -3.16
C29 6.47 -3.31 -3.28
C30 6.34 -2.75 -4.66
O19 5.43 -3.64 -5.28
C31 4.64 -4.10 -4.27
O20 3.59 -4.66 -4.44
O21 5.18 -3.86 -3.05
F12 7.52 -2.81 -5.33
H38 7.22 -4.10 -3.21
H39 6.71 -2.54 -2.54
H40 5.95 -1.73 -4.70

These are the Löwdin partial charges, in e, on atoms 1 to 2: atom 1 (C): -0.102, atom 2 (C): -0.247

---

[2]
Entry from OMol25: one molecule with the formula C5H6O2 (ωB97M-V with the def2-TZVPD basis set).

Calculated values
* ΔE to the lowest compared entry with this formula, charge and spin: 31.93 kcal per mole
* 2S+1: 1
* SMILES string: O=CC1(C=O)CC1
* frontier orbital gap: 10.762 eV

Element x y z (Å)
O1 0.08 2.10 1.32
C1 0.40 1.56 0.29
C2 -0.03 0.20 -0.13
C3 -0.63 -0.73 0.90
C4 0.75 -0.99 0.43
C5 -0.53 0.05 -1.53
O2 -0.87 -1.01 -2.01
H1 1.09 2.08 -0.41
H2 -1.41 -1.39 0.55
H3 -0.77 -0.30 1.89
H4 0.91 -1.80 -0.27
H5 1.59 -0.75 1.09
H6 -0.59 0.99 -2.12

These are the Löwdin partial charges, in e, on atoms 1 to 2: atom 1 (O): 0.075, atom 2 (C): -0.209

---

How do the records compare in LUMO energy? In the order shown, they have 1.64 0.64 eV.
How do the records compare in E_HOMO? In the order shown, they have -4.05 -10.12 eV.